--- w ---
{
  "formula": "C19H19N3O3S",
  "method": "the ωB97M-V functional and the def2-TZVPD basis",
  "homo_lumo_gap_ev": 8.93,
  "e_homo_ev": -8.5,
  "total_charge": 0,
  "smiles": "CCNC(=O)CSc1nc2ccccc2c(=O)n1-c1cccc(OC)c1",
  "elements": ["C", "C", "N", "C", "O", "C", "H", "H", "S", "C", "N", "C", "C", "C", "C", "C", "C", "C", "O", "N", "C", "C", "C", "C", "C", "C", "H", "O", "C", "H", "H", "H", "H", "H", "H", "H", "H", "H", "H", "H", "H", "H", "H", "H", "H"],
  "xyz": [[-5.99409, -0.16632, -1.58008], [-5.43144, -0.58543, -0.22746], [-4.08717, -0.08778, -0.04026], [-3.74224, 0.72811, 0.97134], [-4.51407, 1.13059, 1.81348], [-2.28296, 1.16670, 0.97379], [-2.00228, 1.47117, 1.98119], [-2.14174, 2.01378, 0.30081], [-1.14469, -0.14470, 0.42004], [0.29535, 0.82501, 0.14254], [0.21939, 2.09470, 0.30093], [1.35696, 2.83780, 0.13062], [1.29440, 4.22639, 0.28404], [2.43401, 4.98245, 0.13270], [3.65485, 4.38061, -0.17102], [3.73204, 3.01512, -0.32506], [2.58667, 2.23047, -0.17858], [2.65813, 0.78397, -0.35111], [3.65670, 0.15033, -0.61270], [1.42079, 0.13434, -0.19658], [1.36951, -1.27583, -0.40535], [0.66581, -1.78279, -1.48531], [0.63542, -3.15472, -1.67708], [1.30723, -3.99688, -0.81814], [2.03210, -3.48092, 0.25955], [2.05417, -2.10669, 0.46855], [2.60162, -1.66440, 1.28477], [2.66805, -4.38886, 1.03775], [3.45915, -3.92437, 2.10739], [3.90370, -4.81339, 2.55153], [4.25248, -3.25734, 1.75720], [2.85295, -3.40961, 2.85963], [1.29863, -5.06542, -0.96137], [0.08999, -3.56538, -2.51274], [0.16093, -1.11487, -2.16567], [4.66243, 2.52126, -0.56153], [4.53897, 4.98919, -0.28508], [2.38403, 6.05480, 0.25171], [0.34383, 4.67653, 0.52244], [-3.38336, -0.38949, -0.69686], [-5.42815, -1.67769, -0.14323], [-6.03133, -0.16955, 0.58466], [-6.01418, 0.91748, -1.66117], [-7.00709, -0.54210, -1.69164], [-5.38550, -0.56629, -2.38866]]
}


--- x ---
{
  "formula": "C19H19N3O3S",
  "method": "the ωB97M-V functional and the def2-TZVPD basis",
  "homo_lumo_gap_ev": 8.56,
  "e_homo_ev": -8.4,
  "total_charge": 0,
  "smiles": "CC(C)Oc1ccc(C2=N[C@H](CSc3nc4ncccc4o3)CO2)cc1",
  "elements": ["N", "N", "N", "O", "O", "O", "S", "C", "C", "C", "C", "C", "C", "C", "C", "C", "C", "C", "C", "C", "C", "C", "C", "C", "C", "C", "H", "H", "H", "H", "H", "H", "H", "H", "H", "H", "H", "H", "H", "H", "H", "H", "H", "H", "H"],
  "xyz": [[5.21689, 2.23603, -1.28977], [1.20840, 1.33359, 0.58322], [6.28875, 0.50280, -2.52663], [6.34590, 1.91787, 0.66089], [0.19710, 2.48370, -1.05781], [-4.81971, -0.85242, 1.20070], [4.39520, 3.89851, 0.64529], [5.38316, 2.59654, -0.03128], [0.09946, 1.58543, -0.05154], [7.21592, -0.45841, -2.47458], [6.08190, 1.18821, -1.41445], [7.96270, -0.73543, -1.31101], [7.74991, 0.04197, -0.16475], [-3.51258, 0.62479, -0.02213], [-2.37069, -0.75155, 1.60317], [-2.30407, 1.25192, -0.37108], [-1.18039, -0.12342, 1.25182], [6.79473, 1.03608, -0.25085], [-3.54954, -0.35635, 0.95739], [-1.12715, 0.86081, 0.28744], [-6.50639, -2.04809, 2.32196], [-4.94049, -0.58120, 3.63859], [1.58976, 2.80800, -1.16583], [2.89602, 2.93308, 1.04960], [2.29833, 2.05450, -0.02366], [-5.06266, -1.51938, 2.44426], [7.36789, -1.08321, -3.35950], [8.66844, -1.57237, -1.27866], [8.30021, -0.15400, 0.73896], [-4.43286, 0.88826, -0.51997], [-2.36371, -1.56939, 2.29878], [-2.25104, 1.99479, -1.16102], [-0.27392, -0.37828, 1.78904], [-6.89818, -2.41524, 3.24341], [-6.48902, -2.86657, 1.57170], [-7.11451, -1.24469, 1.93633], [-4.04571, 0.04509, 3.62385], [-4.91338, -1.12140, 4.55647], [-5.80290, 0.06451, 3.72279], [1.96860, 2.44504, -2.13211], [1.75757, 3.88746, -1.07732], [2.18546, 3.67478, 1.35471], [3.15447, 2.29608, 1.88848], [3.00266, 1.36017, -0.47494], [-4.35757, -2.36564, 2.60296]]
}


--- y ---
{
  "formula": "C19H19N3O3S",
  "method": "the ωB97M-V functional and the def2-TZVPD basis",
  "homo_lumo_gap_ev": 9.07,
  "e_homo_ev": -8.7,
  "total_charge": 0,
  "smiles": "Cc1cccc(OCc2nnc(SCC(=O)O)n2Cc2ccccc2)c1",
  "elements": ["C", "C", "C", "C", "C", "C", "C", "H", "H", "H", "O", "C", "C", "N", "N", "C", "N", "C", "C", "C", "C", "C", "C", "C", "H", "H", "H", "H", "H", "H", "H", "S", "C", "H", "H", "C", "O", "O", "H", "H", "H", "H", "H", "H", "H"],
  "xyz": [[4.14214, 3.85042, 0.13120], [3.22494, 2.94644, 0.89871], [2.05443, 2.49032, 0.29814], [1.18791, 1.65847, 0.98925], [1.48321, 1.29078, 2.30176], [2.64101, 1.74345, 2.89523], [3.51435, 2.56406, 2.19801], [4.42062, 2.91201, 2.67085], [2.86787, 1.45600, 3.91089], [0.79038, 0.65116, 2.82346], [0.03218, 1.13409, 0.48255], [-0.34347, 1.45991, -0.83831], [-1.52011, 0.61781, -1.17369], [-2.76171, 1.00202, -1.15943], [-3.53020, -0.05372, -1.46490], [-2.73792, -1.08131, -1.66343], [-1.43979, -0.71298, -1.50242], [-0.26508, -1.53679, -1.65296], [0.46564, -1.71933, -0.34583], [1.80587, -1.38128, -0.23053], [2.46637, -1.54706, 0.97366], [1.78946, -2.04977, 2.07069], [0.45088, -2.38696, 1.96138], [-0.20915, -2.22461, 0.75747], [-1.25356, -2.48916, 0.67297], [-0.08215, -2.77673, 2.81553], [2.30397, -2.17318, 3.01161], [3.50732, -1.27331, 1.05630], [2.33822, -0.98500, -1.08427], [0.39526, -1.07528, -2.39531], [-0.60150, -2.50510, -2.03883], [-3.25120, -2.68008, -2.10179], [-5.00672, -2.33388, -2.45208], [-5.34724, -3.17888, -3.04953], [-5.04982, -1.40758, -3.02501], [-5.85739, -2.25035, -1.17721], [-6.56493, -3.15994, -0.84717], [-5.77358, -1.12357, -0.49926], [-5.07893, -0.49644, -0.84539], [0.47607, 1.24968, -1.54102], [-0.63403, 2.51511, -0.91527], [1.83808, 2.80704, -0.71127], [3.66047, 4.81152, -0.04696], [5.06398, 4.02469, 0.67947], [4.38784, 3.41731, -0.83725]]
}


w ends up most stable, edging out the next structure by 0.0326 hartree.


--- w ---
{
  "formula": "C3H2Br2",
  "method": "the ωB97M-V functional and the def2-TZVPD basis",
  "homo_lumo_gap_ev": [7.65, 8.45],
  "e_homo_ev": [-8.2, -8.8],
  "total_charge": 0,
  "elements": ["C", "C", "C", "Br", "Br", "H", "H"],
  "xyz": [[0.53680, -0.24241, 0.12982], [-0.69997, -0.07933, -0.13140], [-2.12375, 0.08082, 0.26653], [-3.00945, 1.78576, 0.01761], [-3.31226, -1.43881, -0.01580], [1.57087, -0.46414, -0.16126], [-1.13405, 0.06606, -1.08147]]
}


--- x ---
{
  "formula": "C3H2Br2",
  "method": "the ωB97M-V functional and the def2-TZVPD basis",
  "homo_lumo_gap_ev": [9.12, 5.17],
  "e_homo_ev": [-10.5, -8.6],
  "total_charge": 0,
  "elements": ["C", "C", "C", "Br", "Br", "H", "H"],
  "xyz": [[0.33081, -0.47620, -1.58225], [-0.26809, 0.12421, -0.71274], [-0.92212, 0.65525, 0.37547], [1.96350, -0.48405, 1.50077], [-1.74103, -0.43430, 1.70116], [1.15001, -0.92582, -2.00864], [-0.51308, 1.54092, 0.72624]]
}


x ends up most stable, edging out the next structure by 0.0396 hartree.